(1)
{"formula": "C2H7NS2", "method": "wB97M-V/def2-TZVPD", "symbols": ["C", "N", "H", "H", "H", "C", "S", "S", "H", "H", "H", "H"], "xyz": [[-1.93, -1.62, -1.61], [-1.54, -1.87, -0.41], [-2.85, -2.16, -1.79], [-1.71, -0.89, -2.36], [-2.39, -1.94, 0.05], [1.42, 2.33, 1.03], [2.01, 0.76, 0.21], [1.69, -0.84, 1.40], [2.20, 3.05, 0.99], [0.66, 2.54, 0.25], [0.98, 2.18, 1.87], [1.47, -1.54, 0.36]], "charge": -1, "homo_lumo_gap_ha": [0.086, 0.208], "e_lumo_ha": [0.12029, 0.11766], "spin_multiplicity": 2, "e_above_lowest_kcal_mol": 86.6}

=====

(2)
{"formula": "C7H11NO", "method": "wB97M-V/def2-TZVPD", "symbols": ["C", "C", "C", "C", "C", "C", "C", "H", "H", "H", "H", "H", "H", "H", "H", "H", "H", "H", "N", "O"], "xyz": [[0.35, 2.48, -0.23], [-0.47, 0.22, -0.77], [-1.15, -1.21, -1.00], [-1.27, -1.56, 0.56], [-0.41, -0.40, 1.49], [0.59, -0.10, 0.24], [1.79, -0.98, -0.05], [1.30, 2.95, -0.20], [-0.09, 2.99, -1.07], [-0.22, 2.68, 0.62], [-1.44, 0.52, -0.10], [-2.09, -0.71, -1.85], [-0.49, -2.05, -1.29], [-0.06, -0.59, 2.58], [-1.12, 0.49, 1.55], [2.61, -0.41, 0.37], [1.64, -0.81, -1.30], [1.66, -1.99, 0.26], [0.52, 1.17, -0.74], [-1.65, -2.70, 0.95]], "homo_lumo_gap_ha": 0.327, "e_lumo_ha": 0.02082, "spin_multiplicity": 1, "e_above_lowest_kcal_mol": 192.4}

=====

(3)
{"formula": "C30H47BrN4OP2Ti", "method": "wB97M-V/def2-TZVPD", "symbols": ["N", "C", "C", "C", "C", "C", "C", "Ti", "P", "C", "C", "C", "C", "C", "C", "C", "Br", "H", "H", "H", "H", "H", "H", "H", "H", "H", "H", "P", "C", "C", "H", "H", "H", "H", "H", "C", "C", "H", "H", "H", "H", "H", "C", "C", "H", "H", "H", "H", "H", "C", "C", "H", "H", "H", "H", "H", "C", "C", "H", "H", "H", "H", "H", "C", "C", "H", "H", "H", "H", "H", "C", "N", "C", "C", "C", "N", "C", "O", "N", "H", "H", "H", "H", "H", "H", "H"], "xyz": [[6.55, -4.68, -2.47], [6.75, -3.48, -1.93], [5.70, -2.60, -1.66], [4.35, -2.93, -2.02], [4.16, -4.27, -2.49], [5.30, -5.09, -2.73], [3.28, -1.96, -1.78], [0.90, -0.31, -0.30], [-1.81, 0.23, 2.51], [1.91, -2.18, -1.69], [1.35, -2.36, -0.32], [0.49, -3.40, 0.16], [0.32, -3.63, 1.51], [0.94, -2.79, 2.48], [1.66, -1.69, 2.02], [2.06, -1.64, 0.68], [0.50, -2.74, 4.23], [3.65, -0.98, -1.49], [1.46, -2.71, -2.54], [5.94, -1.64, -1.19], [3.18, -4.70, -2.71], [7.79, -3.20, -1.70], [5.24, -6.10, -3.16], [0.08, -4.13, -0.55], [2.92, -0.97, 0.39], [-0.33, -4.41, 1.84], [2.03, -0.82, 2.65], [-1.22, 0.27, -1.59], [-1.80, 0.75, 4.37], [-2.84, 0.20, 5.34], [-1.80, 1.85, 4.42], [-0.78, 0.44, 4.70], [-2.47, 0.19, 6.37], [-3.77, 0.78, 5.37], [-3.11, -0.84, 5.13], [-3.20, -1.02, 2.68], [-4.61, -0.61, 3.13], [-2.81, -1.82, 3.33], [-3.28, -1.48, 1.67], [-5.30, -1.46, 3.01], [-4.73, -0.35, 4.18], [-5.02, 0.21, 2.55], [-2.76, 1.69, 1.87], [-3.69, 2.41, 2.87], [-3.30, 1.40, 0.95], [-1.96, 2.38, 1.52], [-4.19, 3.27, 2.40], [-4.48, 1.77, 3.28], [-3.14, 2.82, 3.73], [-2.19, 1.77, -2.14], [-2.91, 1.65, -3.48], [-1.48, 2.61, -2.13], [-2.92, 1.97, -1.34], [-2.22, 1.61, -4.34], [-3.55, 0.77, -3.54], [-3.56, 2.52, -3.65], [-2.63, -0.91, -1.30], [-2.32, -2.37, -1.58], [-3.52, -0.58, -1.84], [-2.86, -0.77, -0.23], [-2.03, -2.52, -2.63], [-1.52, -2.74, -0.95], [-3.21, -2.97, -1.39], [-0.37, -0.24, -3.25], [0.91, 0.43, -3.62], [-1.16, 0.01, -3.95], [-0.21, -1.33, -3.16], [1.63, -0.29, -3.98], [0.78, 1.14, -4.42], [1.34, 0.97, -2.78], [2.64, 3.45, 2.10], [2.22, 3.60, 0.70], [2.19, 4.88, 0.19], [1.63, 5.07, -1.03], [1.18, 3.93, -1.72], [1.39, 2.66, -1.29], [1.78, 2.52, -0.04], [1.76, 1.34, 0.50], [0.44, 4.02, -2.84], [3.32, 2.60, 2.22], [1.76, 3.33, 2.75], [3.16, 4.37, 2.40], [2.56, 5.67, 0.84], [1.49, 6.05, -1.49], [0.17, 4.92, -3.20], [0.22, 3.18, -3.38]], "charge": 2, "homo_lumo_gap_ha": [0.208, 0.260], "e_lumo_ha": [-0.24341, -0.23203], "spin_multiplicity": 3, "e_above_lowest_kcal_mol": 97.6}

=====

(4)
{"formula": "C31H41CrN4O2SSe2", "method": "wB97M-V/def2-TZVPD", "symbols": ["Cr", "C", "C", "C", "C", "C", "C", "C", "H", "H", "H", "H", "H", "H", "H", "H", "C", "Se", "C", "C", "Se", "C", "H", "H", "H", "H", "H", "H", "H", "H", "H", "H", "O", "C", "N", "C", "C", "O", "N", "C", "C", "C", "C", "C", "C", "C", "C", "C", "C", "C", "C", "H", "H", "H", "H", "H", "H", "H", "H", "H", "H", "H", "C", "C", "N", "C", "S", "N", "C", "C", "H", "H", "H", "H", "H", "H", "H", "H", "H", "H", "H", "H"], "xyz": [[0.96, -0.24, -0.37], [1.82, -0.36, 4.28], [2.04, 0.45, 3.05], [2.81, -0.04, 1.99], [2.99, 0.69, 0.81], [2.42, 1.97, 0.71], [1.68, 2.48, 1.77], [1.49, 1.72, 2.92], [1.71, 0.28, 5.15], [2.64, -1.05, 4.47], [0.91, -0.94, 4.17], [3.36, -0.97, 2.12], [3.76, 0.39, 0.11], [2.64, 2.59, -0.15], [1.29, 3.48, 1.72], [0.92, 2.14, 3.74], [2.06, -3.72, -0.56], [1.23, -2.49, 0.72], [-0.62, -3.14, 0.60], [-1.27, -2.97, -0.76], [-1.06, -1.15, -1.55], [-0.63, -1.76, -3.36], [2.04, -4.73, -0.16], [3.09, -3.40, -0.70], [1.53, -3.68, -1.51], [-1.16, -2.60, 1.38], [-0.61, -4.21, 0.86], [-2.35, -3.13, -0.68], [-0.87, -3.67, -1.50], [-1.44, -2.40, -3.70], [0.32, -2.29, -3.38], [-0.59, -0.87, -3.99], [-0.12, 1.64, -0.73], [-0.75, 1.38, 0.33], [-1.74, 2.02, 0.94], [-2.25, 1.19, 2.04], [-1.22, 0.05, 2.04], [-1.15, -0.91, 2.77], [-0.42, 0.24, 0.96], [-3.60, 0.57, 1.71], [-4.25, 0.81, 0.51], [-5.50, 0.27, 0.27], [-6.11, -0.53, 1.23], [-5.46, -0.79, 2.42], [-4.21, -0.25, 2.67], [-2.36, 1.99, 3.32], [-3.24, 3.07, 3.34], [-3.36, 3.85, 4.48], [-2.63, 3.53, 5.61], [-1.78, 2.44, 5.61], [-1.64, 1.66, 4.47], [-2.14, 2.90, 0.68], [-3.80, 1.44, -0.25], [-6.01, 0.49, -0.65], [-7.09, -0.93, 1.05], [-5.93, -1.40, 3.17], [-3.70, -0.44, 3.60], [-3.83, 3.30, 2.47], [-4.04, 4.68, 4.49], [-2.74, 4.13, 6.51], [-1.22, 2.19, 6.49], [-1.00, 0.80, 4.48], [5.19, -2.12, -3.78], [3.77, -2.23, -4.33], [3.20, -0.93, -4.63], [2.61, -0.14, -3.75], [2.46, -0.71, -2.13], [2.18, 1.07, -4.09], [2.32, 1.66, -5.42], [1.28, 1.13, -6.40], [5.53, -3.10, -3.48], [5.21, -1.47, -2.91], [5.87, -1.73, -4.53], [3.13, -2.72, -3.60], [3.77, -2.81, -5.25], [3.42, -0.55, -5.54], [1.69, 1.61, -3.38], [3.33, 1.47, -5.79], [2.20, 2.74, -5.31], [1.32, 0.05, -6.48], [1.45, 1.56, -7.38], [0.28, 1.42, -6.08]], "charge": 2, "homo_lumo_gap_ha": [0.229, 0.271], "e_lumo_ha": [-0.25924, -0.21764], "spin_multiplicity": 4, "e_above_lowest_kcal_mol": 0.0}

=====

Please write out number 4 again, unchanged.
{"formula": "C31H41CrN4O2SSe2", "method": "wB97M-V/def2-TZVPD", "symbols": ["Cr", "C", "C", "C", "C", "C", "C", "C", "H", "H", "H", "H", "H", "H", "H", "H", "C", "Se", "C", "C", "Se", "C", "H", "H", "H", "H", "H", "H", "H", "H", "H", "H", "O", "C", "N", "C", "C", "O", "N", "C", "C", "C", "C", "C", "C", "C", "C", "C", "C", "C", "C", "H", "H", "H", "H", "H", "H", "H", "H", "H", "H", "H", "C", "C", "N", "C", "S", "N", "C", "C", "H", "H", "H", "H", "H", "H", "H", "H", "H", "H", "H", "H"], "xyz": [[0.96, -0.24, -0.37], [1.82, -0.36, 4.28], [2.04, 0.45, 3.05], [2.81, -0.04, 1.99], [2.99, 0.69, 0.81], [2.42, 1.97, 0.71], [1.68, 2.48, 1.77], [1.49, 1.72, 2.92], [1.71, 0.28, 5.15], [2.64, -1.05, 4.47], [0.91, -0.94, 4.17], [3.36, -0.97, 2.12], [3.76, 0.39, 0.11], [2.64, 2.59, -0.15], [1.29, 3.48, 1.72], [0.92, 2.14, 3.74], [2.06, -3.72, -0.56], [1.23, -2.49, 0.72], [-0.62, -3.14, 0.60], [-1.27, -2.97, -0.76], [-1.06, -1.15, -1.55], [-0.63, -1.76, -3.36], [2.04, -4.73, -0.16], [3.09, -3.40, -0.70], [1.53, -3.68, -1.51], [-1.16, -2.60, 1.38], [-0.61, -4.21, 0.86], [-2.35, -3.13, -0.68], [-0.87, -3.67, -1.50], [-1.44, -2.40, -3.70], [0.32, -2.29, -3.38], [-0.59, -0.87, -3.99], [-0.12, 1.64, -0.73], [-0.75, 1.38, 0.33], [-1.74, 2.02, 0.94], [-2.25, 1.19, 2.04], [-1.22, 0.05, 2.04], [-1.15, -0.91, 2.77], [-0.42, 0.24, 0.96], [-3.60, 0.57, 1.71], [-4.25, 0.81, 0.51], [-5.50, 0.27, 0.27], [-6.11, -0.53, 1.23], [-5.46, -0.79, 2.42], [-4.21, -0.25, 2.67], [-2.36, 1.99, 3.32], [-3.24, 3.07, 3.34], [-3.36, 3.85, 4.48], [-2.63, 3.53, 5.61], [-1.78, 2.44, 5.61], [-1.64, 1.66, 4.47], [-2.14, 2.90, 0.68], [-3.80, 1.44, -0.25], [-6.01, 0.49, -0.65], [-7.09, -0.93, 1.05], [-5.93, -1.40, 3.17], [-3.70, -0.44, 3.60], [-3.83, 3.30, 2.47], [-4.04, 4.68, 4.49], [-2.74, 4.13, 6.51], [-1.22, 2.19, 6.49], [-1.00, 0.80, 4.48], [5.19, -2.12, -3.78], [3.77, -2.23, -4.33], [3.20, -0.93, -4.63], [2.61, -0.14, -3.75], [2.46, -0.71, -2.13], [2.18, 1.07, -4.09], [2.32, 1.66, -5.42], [1.28, 1.13, -6.40], [5.53, -3.10, -3.48], [5.21, -1.47, -2.91], [5.87, -1.73, -4.53], [3.13, -2.72, -3.60], [3.77, -2.81, -5.25], [3.42, -0.55, -5.54], [1.69, 1.61, -3.38], [3.33, 1.47, -5.79], [2.20, 2.74, -5.31], [1.32, 0.05, -6.48], [1.45, 1.56, -7.38], [0.28, 1.42, -6.08]], "charge": 2, "homo_lumo_gap_ha": [0.229, 0.271], "e_lumo_ha": [-0.25924, -0.21764], "spin_multiplicity": 4, "e_above_lowest_kcal_mol": 0.0}

=====

Copy entry 1 word for word.
{"formula": "C2H7NS2", "method": "wB97M-V/def2-TZVPD", "symbols": ["C", "N", "H", "H", "H", "C", "S", "S", "H", "H", "H", "H"], "xyz": [[-1.93, -1.62, -1.61], [-1.54, -1.87, -0.41], [-2.85, -2.16, -1.79], [-1.71, -0.89, -2.36], [-2.39, -1.94, 0.05], [1.42, 2.33, 1.03], [2.01, 0.76, 0.21], [1.69, -0.84, 1.40], [2.20, 3.05, 0.99], [0.66, 2.54, 0.25], [0.98, 2.18, 1.87], [1.47, -1.54, 0.36]], "charge": -1, "homo_lumo_gap_ha": [0.086, 0.208], "e_lumo_ha": [0.12029, 0.11766], "spin_multiplicity": 2, "e_above_lowest_kcal_mol": 86.6}